Entry 1:
The following is a quantum chemistry calculation of C14H26IrN2O9PSTe as an isolated structure, from the OMol25 dataset.

Results
HOMO (eV): -7.218
Relative energy (zero: lowest compared OMol25 entry of this formula, charge and spin) (kcal/mol): 1.7

Structure (XYZ):
```
55
C14H26IrN2O9PSTe (ωB97M-V with the def2-TZVPD basis set)
Ir -0.615 -0.230 -0.600
C 1.155 1.579 4.443
N 0.956 0.601 3.380
C 1.398 -0.677 3.506
C 1.269 -1.598 2.526
C 0.647 -1.130 1.340
O 0.437 -1.781 0.263
N 0.201 0.136 1.232
C 0.344 1.077 2.206
O -0.005 2.237 2.130
H 1.487 1.057 5.337
H 0.221 2.097 4.643
H 1.899 2.317 4.147
H 1.863 -0.912 4.454
H 1.618 -2.612 2.622
C -4.195 -1.138 -1.855
S -2.617 -1.819 -1.472
O -1.606 -1.035 -2.269
O -2.649 -3.212 -1.760
O -2.327 -1.396 -0.066
H -4.335 -1.206 -2.932
H -4.214 -0.103 -1.521
H -4.946 -1.731 -1.338
C -2.996 3.372 -0.892
C -2.329 3.380 -2.271
C -1.949 1.926 -2.490
O -1.864 1.352 -1.148
C -2.161 2.356 -0.143
H -4.034 3.042 -0.967
H -2.978 4.345 -0.404
H -1.435 4.004 -2.263
H -2.989 3.741 -3.057
H -0.997 1.792 -2.998
H -2.714 1.361 -3.023
H -1.221 2.766 0.220
H -2.670 1.847 0.673
C 0.713 4.924 -0.178
C 1.312 4.127 -1.313
O 0.900 2.756 -1.162
P 1.689 1.623 -1.985
O 1.160 0.324 -1.367
Te 1.566 1.938 -4.302
O 3.177 1.691 -1.422
C 4.343 2.146 -2.130
C 5.163 0.961 -2.583
H 0.999 5.973 -0.268
H 1.054 4.542 0.784
H -0.376 4.864 -0.194
H 2.403 4.180 -1.290
H 0.982 4.487 -2.291
H 4.891 2.769 -1.422
H 4.038 2.757 -2.981
H 5.445 0.339 -1.733
H 6.070 1.307 -3.082
H 4.590 0.358 -3.287
```



Entry 2:
The following is a quantum chemistry calculation of C9H13FN4 as an isolated structure, from the OMol25 dataset.

Results
Total charge: +2
HOMO (eV): -16.510

Structure (XYZ):
```
27
C9H13FN4 (ωB97M-V with the def2-TZVPD basis set)
C -2.126 -1.916 2.653
C -0.765 -1.783 2.571
C -2.297 -0.033 1.217
C -2.886 -1.047 1.878
C -0.155 -0.777 1.801
C 0.121 0.502 -1.123
C 0.092 -0.832 -1.795
C 0.932 -0.069 -2.827
C -0.534 1.271 0.181
N 0.790 1.115 -2.021
N -0.983 0.120 1.199
N 1.151 -0.720 1.500
N 0.434 2.241 0.476
F -4.220 -1.165 1.986
H -2.653 -2.804 2.982
H -0.147 -2.489 3.112
H -2.862 0.591 0.549
H 0.495 -1.632 -1.282
H -0.974 -1.137 -2.226
H 1.886 -0.483 -2.946
H 0.474 -0.037 -3.812
H -1.566 1.871 -0.020
H 1.764 -1.094 2.247
H 1.503 0.057 1.072
H 1.411 2.168 0.359
H 1.058 2.059 -2.288
H 0.099 2.920 1.124
```



Entry 3:
The following is a quantum chemistry calculation of a 8-piece molecular cluster, C7H26O8 overall, from the OMol25 dataset.

Results
Structure (SMILES): C=C(CC)CCC=O.O.O.O.O.O.O.O
HOMO (eV): -9.527
Relative energy (zero: lowest compared OMol25 entry of this formula, charge and spin) (kcal/mol): 32.0

Structure (XYZ):
```
41
C7H26O8 (ωB97M-V with the def2-TZVPD basis set)
O 0.450 0.801 1.615
C 0.789 -0.126 2.312
C -0.203 -0.927 3.093
C -0.273 -2.367 2.544
C -0.184 -2.391 1.019
C 0.996 -2.589 0.432
C -1.426 -2.048 0.260
C -1.377 -2.284 -1.263
H 1.867 -0.322 2.409
H 0.042 -0.981 4.158
H -1.197 -0.496 3.080
H -1.257 -2.790 2.754
H 0.523 -3.021 2.889
H 1.892 -2.982 0.898
H 1.078 -2.368 -0.628
H -2.229 -2.704 0.625
H -1.769 -1.041 0.522
H -0.796 -3.175 -1.474
H -1.050 -1.344 -1.705
H -2.380 -2.444 -1.663
H -3.203 2.907 0.683
H -2.899 1.720 -0.137
O -3.614 2.090 0.394
H 3.640 -0.496 0.394
H 4.234 -0.403 -1.040
O 4.370 -0.774 -0.164
H -2.466 2.060 -2.046
H -1.760 0.969 -2.668
O -1.835 1.372 -1.791
H -0.625 1.902 0.463
H -0.787 2.822 1.611
O -0.977 2.787 0.667
H 2.070 1.074 -1.742
H 2.994 2.252 -1.882
O 2.946 1.310 -2.077
H 0.157 3.335 -1.098
H 1.342 3.907 -0.242
O 1.104 3.479 -1.070
H 1.189 1.051 -3.891
H 0.179 1.512 -2.868
O 0.448 0.726 -3.372
```